No. 1
136
Properties=species:S:1:pos:R:3 method="wB97M-V/def2-TZVPD" energy_ha=-3625.5536 lumo_energy_ha=-0.11020 total_charge=+1
C -2.62898 2.24200 0.22018
C -3.74733 2.54133 -0.78123
C -4.91591 3.41409 -0.26526
C -4.77766 3.96635 1.15472
C -6.02639 4.75984 1.56731
C -5.90679 6.23764 1.17862
C -7.21643 7.02588 1.03103
C -8.37207 6.26610 0.36130
C -9.21447 7.17371 -0.54388
C -10.63630 6.63215 -0.79706
P -10.63476 4.92850 -1.31955
S -12.13109 4.47675 -2.64874
O -10.69002 4.03538 -0.04348
C -10.53389 2.57473 -0.12553
C -10.82407 1.98399 1.23139
C -12.14018 2.48010 1.85066
H -1.80622 1.75817 -0.30841
H -2.96866 1.54108 0.98447
H -2.22573 3.13904 0.68509
H -4.15559 1.58353 -1.11205
H -3.31104 2.99028 -1.67400
H -5.84706 2.83804 -0.30810
H -5.04623 4.27011 -0.93533
H -4.58560 3.15843 1.86097
H -3.92445 4.64908 1.17986
H -6.15395 4.67620 2.64759
H -6.88771 4.28551 1.08676
H -5.31152 6.34653 0.26845
H -5.32426 6.71846 1.96730
H -7.54627 7.41195 1.99706
H -7.01089 7.90631 0.41536
H -7.96566 5.44338 -0.23524
H -9.02541 5.83817 1.12555
H -8.72018 7.30518 -1.50891
H -9.31536 8.16098 -0.09193
H -11.14643 7.18412 -1.58936
H -11.25692 6.69353 0.10210
H -9.46843 4.66088 -2.04283
H -13.03503 4.33398 -1.66378
H -9.50917 2.37164 -0.44091
H -11.21835 2.18853 -0.88410
H -10.86328 0.90179 1.09718
H -9.98138 2.18793 1.89182
H -11.95984 3.19031 2.65468
H -12.70533 1.64819 2.26631
H -12.77819 2.96265 1.10899
C 4.51942 3.73970 -0.50344
C 3.61282 4.34817 0.54198
O 2.30407 3.74009 0.54228
C 2.23905 2.53176 1.09338
O 3.14270 1.93440 1.61862
O 0.98660 2.07886 0.96476
C 0.80581 0.73917 1.43020
H 4.05402 3.79037 -1.48852
H 5.46726 4.27564 -0.54425
H 4.72778 2.69578 -0.27578
H 3.41865 5.39781 0.33054
H 4.04449 4.27404 1.53979
H 1.15168 0.62668 2.45528
H 1.34066 0.05048 0.78156
H -0.26054 0.53557 1.37999
C 0.55293 -5.91183 2.10712
C 0.51221 -4.64984 2.93664
O -0.26909 -3.61220 2.30384
C -1.58959 -3.74754 2.38741
O -2.19086 -4.61923 2.95599
O -2.14671 -2.73094 1.71518
C -3.57537 -2.77394 1.66304
H 0.91571 -5.69632 1.10073
H 1.22131 -6.63625 2.57336
H -0.43632 -6.35956 2.02372
H 1.50576 -4.21614 3.03032
H 0.12364 -4.83050 3.93809
H -3.99505 -2.84530 2.66420
H -3.90798 -3.62270 1.06755
H -3.87845 -1.84408 1.19016
C 4.09030 -2.98726 -4.30548
C 2.85908 -3.85828 -4.41543
O 2.28145 -4.13456 -3.12507
C 1.61026 -3.12602 -2.57216
O 1.42639 -2.04073 -3.06320
O 1.18011 -3.51586 -1.37170
C 0.53713 -2.48286 -0.61551
H 4.81822 -3.43965 -3.63056
H 4.55453 -2.86719 -5.28446
H 3.83451 -2.00052 -3.92336
H 3.10664 -4.83972 -4.81442
H 2.10636 -3.40591 -5.06064
H -0.26381 -2.02228 -1.19041
H 1.27109 -1.73050 -0.33519
H 0.13792 -2.94871 0.27767
C 2.12112 -10.43521 6.83265
C 1.87863 -10.67224 5.35884
O 2.42588 -9.61910 4.54207
C 3.74777 -9.64987 4.38135
O 4.50216 -10.47162 4.83328
O 4.09926 -8.60705 3.62493
C 5.51206 -8.46365 3.43845
H 1.73035 -9.46146 7.13034
H 1.61746 -11.20572 7.41657
H 3.18425 -10.46760 7.06356
H 0.81390 -10.65689 5.13477
H 2.28650 -11.62821 5.03196
H 5.94595 -9.38399 3.05471
H 5.99250 -8.19631 4.37808
H 5.63152 -7.66140 2.71658
C 7.70608 -3.55552 0.28335
C 7.46674 -3.88602 -1.17343
O 8.02792 -2.89607 -2.05321
C 9.35061 -2.95259 -2.20960
O 10.09105 -3.76514 -1.71928
O 9.71584 -1.94952 -3.00937
C 11.12957 -1.83802 -3.21305
H 7.33097 -2.55750 0.51269
H 7.18824 -4.27736 0.91538
H 8.76805 -3.58793 0.52062
H 6.40153 -3.87243 -1.39842
H 7.85882 -4.86944 -1.43155
H 11.54345 -2.78003 -3.56512
H 11.62229 -1.54380 -2.28803
H 11.25639 -1.06581 -3.96551
C 9.08868 6.04674 -4.00247
C 7.70794 5.90175 -4.60223
O 7.51402 4.61093 -5.20783
C 7.29174 3.60823 -4.35994
O 7.20409 3.69648 -3.16078
O 7.17302 2.48343 -5.06401
C 7.00358 1.30095 -4.27302
H 9.85209 5.84414 -4.75422
H 9.22532 7.06319 -3.63279
H 9.22761 5.35586 -3.17266
H 7.56474 6.60527 -5.42000
H 6.92770 6.07166 -3.86048
H 6.16919 1.41137 -3.58392
H 7.91470 1.08526 -3.71763
H 6.80373 0.49821 -4.97596

=====

No. 2
196
Properties=species:S:1:pos:R:3 method="wB97M-V/def2-TZVPD" energy_ha=-11364.8205 lumo_energy_ha=0.05281 total_charge=-1
C 3.49565 -2.35734 -2.65306
O 2.98064 -2.11442 -3.98026
C 2.38844 -3.19554 -4.58809
C 1.58845 -2.62930 -5.76633
N 0.60230 -1.54774 -5.46300
H 0.02152 -1.95290 -4.74051
H 1.07013 -0.72665 -5.15615
C -0.32073 -1.33986 -6.62186
C -0.73084 -2.69875 -7.32170
O -1.96587 -2.67930 -7.96041
C -2.28625 -4.05589 -8.30739
H 2.68716 -2.60700 -1.93152
H 4.00561 -1.51654 -2.36660
H 4.17529 -3.18581 -2.67446
H 1.74217 -3.73841 -3.89415
H 3.20854 -3.89840 -4.96510
H 1.17077 -3.46156 -6.32539
H 2.33800 -2.22592 -6.37955
H 0.15284 -0.68313 -7.36203
H -1.21319 -0.80772 -6.27651
H -0.71470 -3.52391 -6.57026
H 0.06314 -2.90945 -8.04982
H -2.42542 -4.56695 -7.34996
H -1.42070 -4.53509 -8.81552
H -3.21067 -4.06990 -8.92434
C -0.72768 -1.80447 1.87051
O -0.35624 -0.67890 2.60116
C -1.53213 0.12866 2.85819
C -1.98824 0.97326 1.68193
N -0.76863 1.76261 1.20071
H -0.72162 2.51995 1.93116
H 0.09986 1.30323 1.28452
C -0.86030 2.46582 -0.17417
C -0.19285 1.51794 -1.16138
O 1.18033 1.48674 -0.86396
C 2.03932 0.71079 -1.65658
H 0.22636 -2.10178 1.40692
H -1.43262 -1.53942 1.12350
H -1.31767 -2.53415 2.48227
H -1.22842 0.81939 3.65929
H -2.42516 -0.51586 3.06946
H -2.88406 1.56700 1.95506
H -2.22619 0.39776 0.77748
H -0.27248 3.37917 -0.09880
H -1.87680 2.83352 -0.35892
H -0.46013 1.81192 -2.14534
H -0.51740 0.38549 -1.00887
H 3.02657 0.73971 -1.25631
H 2.04454 1.14040 -2.69480
H 1.78086 -0.36942 -1.74176
C 4.02394 -2.01628 2.33987
O 2.86990 -2.83724 2.47068
C 2.76520 -3.42320 3.75517
C 2.15981 -2.48245 4.78720
N 0.66395 -2.40926 4.66105
H 0.47120 -1.73882 3.88607
H 0.38149 -3.37035 4.44761
C -0.25145 -2.06654 5.76380
C 0.13389 -2.70139 7.07716
O 1.14233 -1.95094 7.68948
C 1.50713 -2.40536 8.95072
H 3.92904 -1.54971 1.34690
H 4.87051 -2.62703 2.48528
H 4.11412 -1.28599 3.15362
H 3.69954 -3.92117 4.06207
H 2.07498 -4.30045 3.63656
H 2.59413 -1.46125 4.73737
H 2.45864 -2.87370 5.74705
H -1.25241 -2.38063 5.41103
H -0.19369 -0.97876 5.92127
H 0.43258 -3.79938 7.09948
H -0.76151 -2.63019 7.73746
H 2.00497 -3.30290 9.00560
H 0.66670 -2.50383 9.65736
H 2.12244 -1.60746 9.35654
C 4.82465 2.85577 -4.68279
O 4.43521 2.64083 -3.32240
C 4.22346 3.70486 -2.47887
C 2.79708 4.27015 -2.45867
N 2.83892 5.10558 -1.18768
H 2.87525 4.42792 -0.40895
H 3.70267 5.62475 -1.13939
C 1.73545 6.03428 -0.98059
C 2.19963 7.33462 -1.74420
O 3.46173 7.71271 -1.18461
C 3.21969 8.35435 0.08171
H 4.78449 1.87195 -5.12162
H 5.81285 3.27555 -4.70573
H 4.07771 3.52114 -5.19221
H 4.98589 4.46407 -2.73204
H 4.45003 3.42132 -1.41308
H 2.03331 3.52423 -2.35158
H 2.67526 4.97273 -3.26752
H 1.60727 6.23075 0.05579
H 0.89232 5.52582 -1.45480
H 1.40520 8.09201 -1.65455
H 2.38631 7.15198 -2.80599
H 4.16240 8.48838 0.63288
H 2.52543 7.89877 0.73448
H 2.83003 9.33893 -0.05526
C -0.01985 -4.59215 0.90618
O -1.41041 -4.37571 0.93035
C -2.21959 -5.08072 1.88162
C -3.37675 -5.60790 1.02110
N -3.87324 -4.42887 0.12199
H -4.57370 -3.76011 0.62446
H -3.05992 -3.89204 -0.14412
C -4.55986 -4.90697 -1.13734
C -5.21592 -3.95647 -2.07052
O -4.38244 -2.93470 -2.59891
C -4.77747 -1.63670 -2.15238
H 0.38470 -3.94191 0.13579
H 0.34200 -5.64476 0.72835
H 0.40025 -4.37235 1.89327
H -2.66966 -4.48073 2.67306
H -1.66954 -5.85369 2.47292
H -4.30676 -6.00027 1.51511
H -3.03329 -6.43238 0.32112
H -5.33501 -5.58235 -0.77866
H -3.86947 -5.71911 -1.56342
H -6.06156 -3.44922 -1.65157
H -5.49174 -4.58259 -2.87770
H -5.59844 -1.31402 -2.81381
H -3.85881 -1.04788 -2.14444
H -5.18075 -1.75622 -1.15921
N -1.77411 -4.42604 -2.58687
S -0.94116 -5.29316 -3.58287
O 0.15018 -6.00952 -2.94561
O -0.70965 -4.86502 -4.95905
F -1.99020 -6.44989 -3.77717
S -1.20348 -2.99090 -2.36903
O 0.23050 -2.94901 -2.34145
O -1.86956 -2.27300 -1.29766
F -1.67615 -2.31858 -3.76474
N 1.36612 -5.36325 5.64119
S 2.55239 -6.17384 6.22462
O 3.78703 -5.49701 6.01768
O 2.49323 -7.62810 6.10199
F 2.36819 -5.88468 7.82789
S 0.03117 -5.96150 5.02040
O 0.13655 -6.87580 3.94396
O -0.91784 -4.84280 4.92346
F -0.53994 -6.72063 6.25221
C -2.81479 6.74835 -0.02141
F -2.45055 6.04540 -1.07577
F -2.77632 8.03767 -0.36613
F -4.02193 6.46777 0.37121
S -1.61714 6.52187 1.43080
O -0.33706 6.41258 0.79348
O -1.86230 7.56863 2.34599
N -2.10646 5.06409 1.88998
S -1.97392 4.67880 3.43655
O -1.65435 3.28406 3.47854
O -1.18363 5.44830 4.34929
C -3.69253 4.67847 4.06832
F -4.23560 5.91015 3.82406
F -4.42891 3.70707 3.59759
F -3.69298 4.53834 5.41851
C -4.01841 2.91969 -4.70000
F -4.04281 4.23361 -5.00108
F -5.24070 2.63375 -4.15424
F -4.13123 2.18608 -5.85930
S -2.52686 2.57476 -3.59877
O -2.68453 3.44686 -2.45207
O -2.44785 1.16064 -3.29571
N -1.40460 3.12609 -4.51448
S -0.43480 2.43860 -5.49877
O 0.57943 1.65804 -4.86862
O -1.15351 1.84693 -6.63284
C 0.34637 4.03030 -6.11906
F 1.23925 4.53051 -5.23560
F 1.08661 3.84764 -7.25975
F -0.52127 4.94211 -6.39598
C 2.58604 2.51116 4.05414
F 1.28521 2.15587 3.92009
F 2.69675 3.63282 4.77713
F 3.12378 1.50932 4.71613
S 3.24981 2.49258 2.34316
O 3.21788 1.07884 2.16441
O 2.28640 3.29432 1.62141
N 4.71987 3.02818 2.38860
S 5.45381 4.32555 1.93101
O 6.86680 4.24019 2.15940
O 4.95564 4.80284 0.66432
C 4.92454 5.55368 3.16970
F 5.48571 5.35548 4.41466
F 5.37401 6.77045 2.68536
F 3.61175 5.53569 3.20252
C -5.79700 -1.28132 3.59562
F -6.99157 -0.74696 3.48219
F -5.07315 -0.48529 4.33097
F -5.86248 -2.50809 4.14721
S -5.00844 -1.61108 2.01980
O -5.94582 -2.51543 1.21645
O -4.85458 -0.20575 1.61537
O -3.75882 -2.33861 2.31746

=====

No. 3
129
Properties=species:S:1:pos:R:3 method="wB97M-V/def2-TZVPD" smiles=C1CCOC1.C1CCOC1.C1CCOC1.C1CCOC1.C1CCOC1.C1CCOC1.C1CCOC1.COCCOC.COCCOC.CO energy_ha=-2360.2906 lumo_energy_ha=0.00434 total_charge=0
C -1.14980 -0.89776 -0.72558
C -1.25486 -0.13207 0.56623
C 0.05827 0.63873 0.71214
O 0.60918 0.53589 -0.54999
C 0.26322 -0.66863 -1.17991
H -1.87060 -0.53030 -1.45601
H -1.14893 -1.97459 -0.55668
H -1.30932 -0.77806 1.44249
H -2.17441 0.45276 0.54433
H 0.70132 0.22390 1.48835
H -0.02218 1.68936 0.99110
H 0.93824 -1.47261 -0.88657
H 0.39139 -0.50810 -2.25037
C 1.27169 5.04487 -2.67371
C 1.61686 4.47985 -4.02933
C 2.28320 5.68705 -4.66814
O 1.48889 6.76161 -4.11547
C 0.82720 6.46667 -2.91565
H 2.17778 5.05136 -2.06786
H 0.54138 4.45332 -2.12161
H 0.62998 4.24870 -4.43027
H 2.23109 3.57953 -4.04468
H 2.19359 5.74090 -5.75311
H 3.33527 5.75905 -4.39232
H -0.23236 6.54265 -3.15991
H 1.11281 7.24002 -2.20259
C 2.92394 -0.01757 5.98382
C 1.42176 -0.28000 6.12355
C 1.39613 -0.93698 7.54906
O 2.62826 -0.61532 8.16282
C 3.35902 0.29336 7.38131
H 3.12509 0.83862 5.33994
H 3.50851 -0.85718 5.60773
H 1.00968 -0.93066 5.35224
H 0.84207 0.64231 6.08606
H 1.30661 -2.02008 7.46556
H 0.65624 -0.47176 8.20040
H 4.43272 0.13764 7.48632
H 3.15304 1.31723 7.69335
C 6.06145 2.89497 0.02896
C 6.54855 2.71685 -1.36701
C 8.07726 2.70603 -1.24202
O 8.23480 2.27672 0.14454
C 7.04421 2.06083 0.81785
H 5.01502 2.59931 0.10430
H 6.16472 3.95327 0.26863
H 6.10926 3.45980 -2.03270
H 6.21075 1.75152 -1.74401
H 8.41048 3.72873 -1.41847
H 8.52921 2.07264 -2.00533
H 7.07833 2.37402 1.86132
H 6.79533 1.00097 0.76431
C 6.34358 -3.58811 -0.05973
C 7.80016 -3.30634 -0.40722
C 8.28937 -4.53857 -1.17881
O 7.59707 -5.55630 -0.47490
C 6.42275 -5.12986 0.17110
H 5.64578 -3.42663 -0.88137
H 6.02531 -3.01949 0.81404
H 8.42759 -3.22256 0.48014
H 7.91184 -2.45829 -1.08282
H 9.36768 -4.60938 -1.03624
H 8.00859 -4.43942 -2.22735
H 6.45392 -5.31448 1.24490
H 5.55748 -5.64128 -0.25062
C -0.09647 -6.37279 3.13693
C -1.36539 -6.81934 2.38936
C -0.91197 -7.01923 0.99829
O 0.11724 -6.07421 0.83151
C 0.64726 -5.55750 2.07352
H 0.43037 -7.29593 3.37848
H -0.19306 -5.72200 4.00598
H -2.09392 -6.01142 2.45729
H -1.78479 -7.73290 2.81080
H -1.69030 -6.91142 0.24286
H -0.44389 -8.00317 0.96919
H 0.35329 -4.51009 2.00555
H 1.70302 -5.74728 2.26708
C 1.72972 5.13657 3.88519
C 2.17381 5.70840 5.17699
C 2.72975 7.11415 4.81224
O 2.33843 7.32160 3.49999
C 1.32668 6.35314 3.14148
H 0.83577 4.52724 4.01808
H 2.55005 4.59848 3.41017
H 2.86353 4.99005 5.62012
H 1.29825 5.80862 5.81842
H 3.81370 7.03231 4.73201
H 2.40795 7.92341 5.46769
H 1.31674 6.29550 2.05304
H 0.33762 6.74414 3.38018
C -6.66958 -4.15050 -5.27882
O -5.93027 -3.13760 -5.98932
C -6.14546 -1.82964 -5.39242
C -5.37403 -0.61552 -6.09605
O -3.96804 -0.60087 -5.72807
C -3.22265 0.49357 -6.25683
H -7.72209 -4.10303 -5.55823
H -6.69588 -4.09497 -4.19055
H -6.21565 -5.10970 -5.52778
H -5.77864 -1.87328 -4.36693
H -7.21977 -1.66147 -5.31699
H -5.85324 0.31885 -5.80382
H -5.47545 -0.75619 -7.17217
H -3.65868 1.47602 -6.07586
H -3.22173 0.52021 -7.34650
H -2.18818 0.41682 -5.92204
C -10.25518 -2.68074 -1.91125
O -8.99481 -2.56849 -1.24179
C -8.86635 -1.38995 -0.45680
C -7.41416 -1.15237 0.02845
O -6.66340 -1.95655 0.88332
C -6.58245 -3.33865 0.46900
H -11.08141 -2.79733 -1.20994
H -10.22517 -3.49149 -2.63917
H -10.35447 -1.76044 -2.48684
H -9.60719 -1.38085 0.34268
H -9.18461 -0.51966 -1.03074
H -7.48584 -0.13705 0.41843
H -6.76188 -1.13064 -0.84456
H -6.14429 -3.39539 -0.52743
H -7.55047 -3.82239 0.59946
H -5.94792 -3.87224 1.17666
C -4.69250 3.33595 -2.21306
O -4.84379 3.78562 -0.90122
H -4.22275 2.35354 -2.26108
H -5.71750 3.23352 -2.56940
H -4.14026 4.01380 -2.86395
H -5.72014 3.52407 -0.60932